{"formula": "C2H6ClN2O", "method": "the ωB97M-V functional and the def2-TZVPD basis", "smiles": "[NH2+]=C(CCl)NO", "energy_ev": -19712.453, "total_charge": 1, "orbital_gap_ev": 11.29, "e_above_lowest_ev": 2.286, "species": ["Cl", "O", "N", "N", "C", "C", "H", "H", "H", "H", "H", "H"], "xyz": [[0.31958, -1.95275, 1.68389], [-1.40504, -0.19114, -1.70465], [-0.05736, 1.55892, -0.07444], [-0.59838, -0.63932, -0.67664], [0.01243, 0.22606, 0.08689], [1.04511, -0.47693, 1.06763], [-1.66247, -0.87013, -2.36441], [1.93018, -0.70918, 0.58378], [0.05444, 2.26126, 0.62350], [1.46479, 0.29284, 1.71190], [-0.51593, -1.52376, -0.14898], [-0.58733, 2.02413, -0.78846]]}